The following is a quantum chemistry calculation of a single C4H6N2O molecule, from the Open Molecules 2025 dataset.

Structure (ORCA input):
```
! wB97M-V def2-TZVPD RIJCOSX def2/J DEFGRID3
* xyz 0 1
C -0.45727 1.25091 1.63885
C -0.08850 0.52829 0.39801
N 1.06032 0.73032 -0.25149
C 0.97454 -0.07508 -1.31562
C -0.15998 -0.87854 -1.31433
O 0.39128 -2.18597 -1.02891
N -0.87063 -0.38534 -0.20214
H 0.44827 1.70913 2.04201
H -0.88225 0.57208 2.38570
H -1.18468 2.03549 1.41926
H 1.78962 -0.23281 -2.01218
H 0.84543 -2.48740 -1.81731
H -1.84449 -0.53681 0.03288
*
```

**Energy relative to the best compared isomer or geometry (same formula, charge and spin)**: 65.89 kcal/mol
**SMILES**: Cc1ncc(O)[nH]1
**Frontier orbital gap (spin up / spin down)**: 8.12 / 8.12 eV